# 1
21
Properties=species:S:1:pos:R:3:forces:R:3 method="wB97M-V/def2-TZVPD" smiles="C=C[N@H+]1N=C(C)NC(=S)C1=C" relative_energy_ev=3.0532 gap_ev=8.0 charge=+1 homo_ev=-12.83 total_energy_ev=-22716.190 fmax_ha_per_bohr=0.0872
C -0.279631 -0.690105 1.148712 1.45 1.10 -2.02
C -1.430331 0.174658 0.860376 -2.40 -0.12 0.97
C -0.023223 1.595100 -0.370862 0.19 -0.20 -1.20
C -0.082679 -1.381324 2.252799 2.23 -0.27 -3.61
C 1.100657 -2.773293 -1.222494 -1.65 -0.13 -2.28
C 0.557680 -1.586517 -1.062171 -0.70 1.11 -3.28
C 0.144002 3.026813 -0.795304 1.30 0.62 -1.46
N 0.942347 0.766695 -0.523187 1.84 0.14 0.20
N -1.273664 1.251467 0.050402 1.71 -0.24 -0.26
N 0.847075 -0.592557 -0.033983 -3.94 -0.41 2.10
S -2.911294 -0.051072 1.543304 0.78 -0.35 -0.15
H 0.727491 -2.104383 2.220106 -0.16 0.12 1.08
H -0.823411 -1.132857 2.891102 -2.01 -0.35 2.94
H 0.931766 -3.353592 -2.198773 0.05 1.02 1.80
H 1.492400 -3.280359 -0.425887 1.82 -1.24 1.71
H -0.068914 -1.187951 -1.911756 0.81 0.00 1.26
H -0.303252 3.616785 -0.035489 -0.56 0.63 0.84
H -0.473060 3.250011 -1.739450 1.21 -0.43 1.15
H 1.245974 3.420744 -0.844975 -2.13 -1.24 -0.35
H -2.026581 1.843548 -0.232533 -0.71 0.14 0.41
H 1.706647 -0.811811 0.430064 0.87 0.10 0.14

# 2
21
Properties=species:S:1:pos:R:3:forces:R:3 method="wB97M-V/def2-TZVPD" smiles=Nc1nc(N)c2c(n1)CCC2 relative_energy_ev=2.3853 gap_ev=9.1 homo_ev=-8.25 total_energy_ev=-13379.470 fmax_ha_per_bohr=0.1197
C 2.050679 -0.676271 -0.200281 0.50 0.52 1.79
C -0.149582 -0.839431 -0.084297 2.26 -5.21 -2.38
C -1.391586 -1.578758 -0.108099 -1.45 1.94 -2.90
C -2.469634 -0.610097 0.213781 -3.06 2.50 -1.13
C -1.732814 0.845217 0.024303 -4.30 0.51 -2.21
C -0.337027 0.423941 -0.198957 -0.55 5.98 1.29
C 0.820843 1.230448 -0.112817 -0.67 1.30 -1.02
H 3.588168 -2.175587 0.494781 -2.33 2.94 -1.37
H 4.253923 -0.688052 0.103860 -2.97 0.13 -0.24
H -1.378535 -2.325987 0.523790 0.10 -4.32 2.82
H -1.686939 -1.854646 -1.131660 1.05 -0.80 0.29
H -3.189586 -0.603697 -0.757343 0.96 -0.25 2.93
H -3.087585 -0.810701 1.173386 1.19 0.58 -1.56
H -2.425396 1.257756 -0.971786 2.66 -0.70 2.29
H -1.961127 1.676249 0.735028 0.51 -0.97 -0.03
H 1.737112 2.994743 0.464747 -1.57 -1.41 -1.73
H 0.165766 3.102805 0.167239 -3.85 1.95 0.93
N 3.284107 -1.143015 0.186644 4.65 -3.02 0.66
N 1.036572 -1.524138 -0.268064 -0.23 1.16 0.89
N 0.905376 2.600889 -0.106961 3.98 0.07 0.83
N 1.967255 0.698337 -0.147287 3.11 -2.89 -0.14

# 3
24
Properties=species:S:1:pos:R:3:forces:R:3 method="wB97M-V/def2-TZVPD" smiles="COC(=O)[C@]1(O)Nc2[nH]cnc2N1C" relative_energy_ev=2.6133 gap_ev=7.6 homo_ev=-6.87 total_energy_ev=-19521.572 fmax_ha_per_bohr=0.0936
C -3.309756 -0.924604 -0.228196 0.87 2.59 -2.71
C -1.562742 0.312273 -0.077305 -3.01 -2.32 1.25
C -1.566014 -0.582845 0.960076 0.96 0.60 -0.09
C 1.812651 -0.160416 0.486064 -0.30 0.29 -1.19
C 0.475867 0.526921 0.899822 -1.47 -0.40 -0.18
C -0.279695 2.003576 -1.186236 -0.20 -0.02 -0.12
C 3.026071 -1.192660 -1.208495 2.44 -2.63 0.89
N -2.661458 0.122743 -0.859997 -0.74 -1.24 1.09
N -2.641428 -1.432208 0.806594 -0.07 -0.89 1.43
N -0.243380 -0.670280 1.426850 0.35 -0.70 1.85
N -0.450725 1.066559 -0.087971 1.64 -0.16 -1.42
O 2.538615 -0.678188 1.260860 0.76 -0.04 1.61
O 0.568378 1.498817 1.896683 2.02 -3.72 2.28
O 1.986520 -0.322161 -0.844520 -1.15 0.50 -0.53
H -4.254257 -1.221402 -0.593415 -0.78 -0.53 0.11
H -0.164615 1.534411 -2.220318 -0.06 0.41 1.38
H -1.275333 2.517516 -1.116240 1.20 0.29 -0.76
H 0.593970 2.654625 -0.967191 -0.76 -0.15 -0.32
H 3.170638 -2.050440 -0.415703 -0.70 1.51 -1.58
H 4.004674 -0.688908 -1.139735 -0.40 0.16 -0.12
H 2.998900 -1.674048 -2.238042 -0.90 1.07 1.25
H -3.070515 -2.133348 1.466997 1.09 1.31 -1.09
H -0.097194 -0.805776 2.454838 0.04 0.47 -1.36
H 0.400829 2.299847 1.524578 -0.84 3.62 -1.66

# 4
25
Properties=species:S:1:pos:R:3:forces:R:3 method="wB97M-V/def2-TZVPD" relative_energy_ev=3.2619 gap_ev=7.8 homo_ev=-7.94 total_energy_ev=-21563.606 fmax_ha_per_bohr=0.1078
C -0.850070 -0.586046 -1.991829 1.71 -0.30 -0.60
C -1.727727 0.736880 1.435297 -1.33 -2.57 -0.71
C -0.790756 -0.040927 2.392487 0.68 -0.41 -2.07
C 1.509553 -0.508423 1.484372 1.80 -0.39 1.16
C 1.101923 0.140846 -0.758053 -0.64 1.52 0.65
C 0.108925 1.120746 0.172419 0.50 -2.88 -4.71
C 0.533605 -0.319123 -2.094882 -0.69 1.46 1.98
N -1.362669 -0.555678 -0.597157 1.56 -0.41 0.17
N 1.266978 -0.932089 0.191716 -2.83 -3.07 -0.04
N -1.106433 0.583156 0.158071 1.59 2.50 -0.05
N 1.232591 0.085289 -3.315148 -0.63 -1.12 4.10
O 0.917718 -0.330175 -4.371941 -0.99 -0.53 -2.39
O -1.584054 -0.954061 -2.861251 -1.85 -0.33 -0.61
O 2.226016 0.728854 -3.064986 1.77 1.49 -0.69
O 0.522401 0.422920 2.040413 -0.54 -0.47 0.38
H -2.659454 0.161950 1.347354 -0.27 0.69 0.51
H -1.874195 1.779990 1.545649 -0.13 0.88 0.95
H -0.904412 0.210435 3.379020 -0.60 0.74 2.45
H -0.984377 -1.148706 2.312520 0.60 1.02 -0.37
H 1.659690 -1.421043 2.148498 -0.26 1.42 -0.52
H 2.370774 0.190897 1.470840 -0.04 -0.78 0.28
H 2.045706 0.658931 -0.905404 0.01 -0.05 0.07
H 0.349966 2.153616 0.259345 -0.26 0.58 1.14
H -2.334184 -0.628903 -0.605484 -1.95 -0.45 -0.45
H 0.332485 -1.549335 0.228131 2.78 1.46 -0.63

# 5
24
Properties=species:S:1:pos:R:3:forces:R:3 method="wB97M-V/def2-TZVPD" gap_ev=7.5 charge=+2 homo_ev=-14.95 total_energy_ev=-24215.599 fmax_ha_per_bohr=0.1342
C 2.889833 1.422269 -0.195039 0.16 -0.13 -0.05
C 3.094073 0.762050 1.009627 0.05 -0.09 0.16
C 3.668905 1.111579 -1.304218 0.09 -0.04 -0.13
C 4.081454 -0.197348 1.116177 0.05 -0.10 0.12
C 4.659263 0.154199 -1.213148 0.10 -0.05 -0.03
C 4.887519 -0.517455 0.006055 1.01 -0.92 0.06
C -10.574300 -0.351382 -1.297492 0.56 -3.00 2.44
N -8.262090 2.819182 1.216198 0.40 1.03 2.71
N -10.432137 -2.831942 0.989383 -1.50 1.52 0.60
N -8.692801 1.280008 -0.418495 -0.33 -0.43 -0.77
N -10.462500 -1.268546 -0.578349 -2.21 5.92 -2.77
N -8.489673 2.117379 0.304436 -0.11 -0.82 -1.32
N -10.072767 -2.331541 -0.061018 2.97 -5.17 0.78
Si 6.236487 -1.782067 0.150195 -1.41 1.29 -0.14
H 2.126621 2.182833 -0.274129 -0.05 0.02 0.01
H 2.485633 0.998731 1.869125 -0.02 0.02 0.05
H 3.503842 1.619820 -2.242288 0.00 0.03 -0.04
H 4.235893 -0.699950 2.059714 -0.01 -0.04 0.12
H 5.260478 -0.075681 -2.080374 0.05 0.00 -0.11
H -10.596861 0.376251 -2.066216 -0.17 0.58 -0.39
H -8.060282 3.803325 1.178540 -0.04 0.23 -0.65
H -9.969653 -3.728053 1.186175 0.38 0.16 -0.64
H 6.443636 -2.510481 1.399166 0.01 0.00 0.06
H 7.102077 -2.078907 -0.986614 0.03 -0.01 -0.07

# 6
21
Properties=species:S:1:pos:R:3:forces:R:3 method="wB97M-V/def2-TZVPD" relative_energy_ev=1.4440 gap_ev=9.1 homo_ev=-9.13 total_energy_ev=-31081.812 fmax_ha_per_bohr=0.1065
C 3.364849 -0.545141 0.132832 3.29 -1.32 -0.21
C 2.535052 -0.171274 1.110097 -1.48 0.23 3.05
C 2.871324 -0.723312 -1.115508 0.31 0.17 -2.50
C 1.162573 0.011278 0.905708 0.41 1.38 -1.73
C 1.579263 -0.404220 -1.436994 -3.89 -1.16 0.64
C 0.624127 -0.046976 -0.410038 3.75 -1.05 1.54
C -0.806728 0.150574 -0.558145 -0.44 5.33 1.19
N -2.151511 1.374820 1.588685 0.39 0.06 -0.83
O -3.990897 0.573576 -1.094119 1.33 -0.47 -1.06
P -1.772882 0.017373 0.966871 -0.81 -1.83 -0.10
S -2.303601 -1.812810 1.229020 0.13 0.63 0.46
H 4.445476 -0.863955 0.296424 -1.55 0.75 0.10
H 2.890225 -0.130960 2.150691 -0.07 0.20 -0.53
H 3.539103 -1.061948 -1.915416 -0.31 -0.03 0.30
H 0.579515 0.501201 1.683713 -0.03 -0.57 0.25
H 1.041222 -0.810893 -2.324692 1.12 0.84 0.04
H -0.989295 1.331621 -0.719979 0.38 -2.39 -0.31
H -1.279770 -0.381508 -1.301404 -1.13 -1.19 -1.64
H -2.823579 1.461644 2.333575 0.01 -0.31 0.27
H -3.583212 1.123850 -0.414760 -1.31 0.17 0.18
H -4.931245 0.407066 -1.106566 -0.08 0.54 0.87